Record 1
Density functional theory data (wB97M-V/def2-TZVPD) for an isolated ion of composition H2N3O3S and charge -1.

## Properties
Orbital gap = 0.3267 Eh
SMILES string = N/N=N/S(=O)(=O)[O-]
E_HOMO = -4.964 eV
Total energy = -789.3868 hartree
Energy relative to the best compared isomer or geometry (same formula, charge and spin) = 71.4 kcal/mol

The geometry in ORCA input format:
```
! wB97M-V def2-TZVPD RIJCOSX def2/J DEFGRID3
* xyz -1 1
N -1.91 0.82 -0.26
N -0.83 0.06 -0.26
N 0.22 0.56 0.22
S 1.53 -0.73 0.12
O 1.57 -1.15 -1.27
O 2.64 0.21 0.49
O 1.17 -1.74 1.12
H -1.63 1.69 0.18
H -2.75 0.29 -0.34
*
```

Charges per atom according to natural (NBO) partitioning, unit e: N -0.660; N -0.011; N -0.483; S 2.407; O -0.995; O -1.017; O -0.993; H 0.364; H 0.388

=====

Record 2
Density functional theory data (wB97M-V/def2-TZVPD) for C3H6Br2OS as an isolated structure.

## Properties
Orbital gap = 0.3029 Eh
E_HOMO = -8.744 eV
Total energy = -5739.3222 hartree
Energy relative to the best compared isomer or geometry (same formula, charge and spin) = 1.2 kcal/mol

The geometry in ORCA input format:
```
! wB97M-V def2-TZVPD RIJCOSX def2/J DEFGRID3
* xyz 0 1
C 2.96 0.53 1.62
C -0.66 0.25 -1.72
C -2.07 -0.52 0.53
O 3.49 0.93 2.62
S -0.99 0.89 -0.04
Br 3.12 -1.32 1.01
Br 2.48 1.57 0.15
H -1.45 0.25 -2.42
H 0.18 0.70 -2.07
H -0.28 -0.77 -1.72
H -3.03 -0.46 0.12
H -1.58 -1.44 0.32
H -2.17 -0.62 1.60
*
```

Charges per atom according to natural (NBO) partitioning, unit e: C 0.336; C -0.727; C -0.720; O -0.473; S 0.156; Br 0.020; Br 0.117; H 0.212; H 0.218; H 0.212; H 0.210; H 0.213; H 0.227

=====

Record 3
Density functional theory data (wB97M-V/def2-TZVPD) for C40H45BaF3N6O3S2Si2 as an isolated structure.

## Properties
Orbital gap = 0.1889 Eh
E_HOMO = -1.314 eV
Total energy = -3806.1533 hartree
Energy relative to the best compared isomer or geometry (same formula, charge and spin) = 6.2 kcal/mol

The geometry in ORCA input format:
```
! wB97M-V def2-TZVPD RIJCOSX def2/J DEFGRID3
* xyz -2 1
Ba -0.54 0.40 0.23
O 2.12 -3.61 0.14
C 1.15 -2.86 0.33
N 1.10 -1.64 0.87
C 2.26 -1.21 1.57
C 2.97 -2.12 2.37
C 4.05 -1.74 3.14
C 4.46 -0.42 3.14
C 3.78 0.50 2.37
C 2.68 0.14 1.58
N 1.93 1.14 0.91
C 2.57 2.15 0.34
O 3.78 2.34 0.15
C 1.66 3.29 -0.14
C 2.25 4.52 -0.41
C 1.46 5.57 -0.85
C 0.10 5.36 -1.03
C -0.40 4.10 -0.75
N 0.35 3.10 -0.31
C -0.18 -3.51 -0.16
C -0.36 -4.84 0.55
C -1.20 -5.72 0.02
C -1.86 -5.36 -1.28
C -0.88 -4.56 -2.10
N -0.09 -3.70 -1.62
H 2.66 -3.16 2.35
H 4.57 -2.48 3.75
H 5.31 -0.10 3.74
H 4.10 1.53 2.35
H 3.32 4.60 -0.27
H 1.90 6.54 -1.05
H -0.56 6.14 -1.37
H -1.46 3.89 -0.89
H 0.17 -4.99 1.48
H -1.43 -6.66 0.50
H -2.14 -6.26 -1.83
H -0.89 -4.69 -3.19
F -3.73 -4.84 1.11
C -4.14 -4.99 -0.16
F -5.34 -4.39 -0.23
F -4.37 -6.33 -0.32
C -3.18 -4.46 -1.24
C -3.88 -4.59 -2.58
C -4.32 -3.50 -3.27
C -4.05 -2.19 -2.85
N -3.26 -1.99 -1.78
C -2.84 -2.98 -1.04
S -1.68 -2.51 0.22
H -4.07 -5.60 -2.94
H -4.86 -3.66 -4.20
H -4.40 -1.31 -3.39
C -4.09 -0.58 1.43
Si -3.08 0.35 2.73
C -4.26 0.49 4.21
C -1.72 -0.81 3.39
C -2.50 1.99 2.13
C -3.07 2.54 0.93
C -3.61 3.86 0.83
C -4.13 4.32 -0.35
C -4.15 3.49 -1.48
C -3.62 2.22 -1.31
N -3.09 1.76 -0.19
Si -1.80 3.13 3.40
C -0.77 4.56 2.71
C -0.64 2.23 4.59
C -3.08 3.98 4.54
H -4.39 -1.55 1.85
H -3.60 -0.76 0.47
H -5.01 -0.02 1.21
H -4.71 -0.49 4.42
H -5.06 1.20 4.00
H -3.74 0.82 5.13
H -2.16 -1.78 3.62
H -1.28 -0.41 4.32
H -0.89 -1.02 2.71
H -3.63 4.48 1.71
H -4.54 5.33 -0.40
H -4.56 3.80 -2.43
H -3.60 1.52 -2.15
H 0.18 4.20 2.30
H -0.54 5.25 3.53
H -1.27 5.13 1.92
H 0.18 1.74 4.06
H -1.16 1.47 5.19
H -0.22 2.96 5.28
H -3.82 4.56 3.98
H -2.57 4.66 5.23
H -3.64 3.25 5.14
O -0.29 0.59 -2.13
S -0.45 -0.82 -2.73
C -1.05 -0.52 -4.42
C 0.10 -0.86 -5.38
C 1.40 -0.58 -4.62
C 1.21 -1.27 -3.28
H -1.28 0.54 -4.42
H -1.96 -1.10 -4.57
H 0.01 -0.28 -6.31
H 0.06 -1.92 -5.65
H 1.53 0.50 -4.47
H 2.28 -0.96 -5.14
H 1.88 -0.97 -2.47
H 1.22 -2.36 -3.34
*
```

Here are the Mulliken charges for atoms 1 to 99, given in e: Ba 1.880; O -0.758; C -1.581; N 0.672; C -0.012; C -0.606; C -0.740; C -0.681; C -0.593; C -0.271; N 0.650; C -0.395; O -0.805; C 0.020; C -0.584; C -0.555; C -0.695; C -0.591; N 1.099; C 2.528; C -1.101; C -0.979; C -0.510; C -0.976; N -0.249; H 0.423; H 0.353; H 0.347; H 0.424; H 0.565; H 0.386; H 0.471; H 0.304; H 0.398; H 0.382; H 0.778; H 0.341; F -0.221; C 0.602; F -0.314; F -0.357; C 2.678; C -1.515; C -0.640; C -1.153; N 0.034; C -0.832; S 0.625; H 0.354; H 0.329; H 0.487; C -0.125; Si -0.027; C -1.356; C -0.352; C 1.498; C -0.544; C -0.591; C -0.647; C -0.908; C -0.397; N 0.552; Si -0.093; C -0.946; C -0.897; C -1.239; H 0.244; H -0.557; H 0.546; H 0.287; H 0.321; H 0.257; H 0.287; H 0.373; H 0.027; H 0.064; H 0.394; H 0.386; H 0.124; H 0.100; H 0.455; H 0.297; H 0.104; H 0.259; H 0.346; H 0.369; H 0.335; H 0.291; O -1.333; S 0.974; C -0.932; C -0.593; C -0.606; C -0.799; H 0.343; H 0.301; H 0.367; H 0.275; H 0.219

=====

Record 4
Density functional theory data (wB97M-V/def2-TZVPD) for C25H30GeN10SeW as an isolated structure.

## Properties
Orbital gap = 0.1850 Eh
E_HOMO = -18.213 eV
Total energy = -6062.2446 hartree
Energy relative to the best compared isomer or geometry (same formula, charge and spin) = 0.0 kcal/mol

The geometry in ORCA input format:
```
! wB97M-V def2-TZVPD RIJCOSX def2/J DEFGRID3
* xyz 4 1
W 0.31 0.70 -0.86
C 4.56 -0.24 -1.66
C 3.40 0.45 -1.30
N 2.26 -0.22 -1.10
C 2.25 -1.56 -1.24
C 3.43 -2.22 -1.58
N 4.56 -1.56 -1.79
C 0.95 -2.20 -1.00
C 0.71 -3.54 -1.00
C -0.60 -4.04 -0.75
C -1.60 -3.08 -0.45
C -1.31 -1.75 -0.45
N -0.05 -1.29 -0.75
C -2.24 -0.67 -0.08
C -3.58 -0.83 0.26
N -4.34 0.21 0.58
C -3.80 1.42 0.59
C -2.45 1.61 0.28
N -1.69 0.57 -0.07
C -0.89 -5.46 -0.77
C 0.13 -6.40 -0.56
C -0.21 -7.75 -0.58
N -1.45 -8.18 -0.81
C -2.42 -7.28 -1.02
C -2.19 -5.91 -0.99
H 5.49 0.28 -1.84
H 3.39 1.52 -1.18
H 3.46 -3.30 -1.69
H 1.51 -4.23 -1.22
H -2.59 -3.41 -0.18
H -4.05 -1.80 0.27
H -4.43 2.26 0.86
H -1.99 2.59 0.32
H 1.15 -6.12 -0.34
H 0.54 -8.51 -0.41
H -3.41 -7.68 -1.21
H -3.01 -5.24 -1.20
N -0.35 5.36 -5.37
C -0.19 4.07 -5.38
N -0.10 3.35 -6.48
N -0.13 3.43 -4.17
C 0.02 2.64 -3.30
N 0.14 1.88 -2.35
H -0.43 5.90 -6.23
H -0.40 5.88 -4.51
H -0.13 3.79 -7.40
H -0.01 2.35 -6.46
C -0.68 2.14 5.80
Ge -0.01 2.99 4.20
C 1.80 3.68 4.33
C -1.22 4.28 3.38
C -0.04 1.45 2.83
Se 1.02 1.82 1.23
C 2.76 1.27 1.88
H -0.84 2.91 6.56
H 0.05 1.43 6.19
H -1.62 1.64 5.62
H 1.77 4.54 5.00
H 2.19 4.03 3.38
H 2.48 2.95 4.78
H -1.27 5.16 4.01
H -2.22 3.87 3.29
H -0.86 4.60 2.40
H -1.07 1.33 2.50
H 0.33 0.50 3.21
H 2.90 1.79 2.82
H 3.53 1.60 1.18
H 2.77 0.20 2.02
*
```

Charges per atom according to natural (NBO) partitioning, unit e: W 1.477; C 0.049; C 0.039; N -0.472; C 0.123; C 0.076; N -0.258; C 0.210; C -0.223; C 0.292; C -0.247; C 0.292; N -0.600; C 0.095; C 0.077; N -0.259; C 0.048; C 0.036; N -0.467; C -0.156; C -0.184; C 0.062; N -0.288; C 0.062; C -0.185; H 0.262; H 0.235; H 0.244; H 0.265; H 0.264; H 0.244; H 0.261; H 0.240; H 0.223; H 0.239; H 0.238; H 0.223; N -0.672; C 0.683; N -0.686; N -0.456; C 0.843; N -0.814; H 0.458; H 0.456; H 0.459; H 0.448; C -1.082; Ge 1.621; C -1.110; C -1.101; C -0.965; Se 0.598; C -0.759; H 0.277; H 0.256; H 0.248; H 0.285; H 0.227; H 0.248; H 0.280; H 0.236; H 0.222; H 0.232; H 0.253; H 0.285; H 0.248; H 0.247

=====

Q: Which of these has the lowest E_HOMO?
A: C25H30GeN10SeW